No. 1
DFT (the ωB97M-V functional and the def2-TZVPD basis) results for 2 unconnected molecules or ions with the total composition C19H14F2NO4S at a distorted geometry.

Structure (ORCA input):
```
! wB97M-V def2-TZVPD RIJCOSX def2/J DEFGRID3
* xyz -1 1
C -1.3622 1.1274 -2.9690
C -1.0849 0.4174 -1.6759
C -0.6743 1.3646 -0.5590
C 0.7421 1.4763 -0.2289
C 1.1923 2.6693 0.5671
C 0.5359 3.9086 0.5900
C 1.0551 4.9617 1.3566
C 2.2412 4.7908 2.0788
C 2.9399 3.5774 1.9947
C 2.4126 2.5268 1.2482
O 1.5420 0.6159 -0.6224
O -1.1845 -0.7862 -1.4874
H -2.0342 1.9776 -2.7913
H -0.4177 1.5106 -3.3799
H -1.8269 0.4296 -3.6707
H -1.3556 2.0683 1.5232
H -0.3663 4.0732 -0.0115
H 0.5149 5.9097 1.3978
H 2.6152 5.5956 2.7135
H 3.8904 3.4393 2.5108
H 2.9426 1.5778 1.1663
F -3.5703 0.8073 1.8398
C -2.9573 0.6025 0.6413
F -3.8870 0.5080 -0.3552
S -1.8535 2.0940 0.2272
N -1.6242 -2.7393 1.5670
C -0.4310 -2.1293 1.2166
O 0.0078 -1.0357 1.5820
C 0.2523 -3.0557 0.2343
C -0.6311 -4.0693 -0.0563
C -0.2983 -5.1194 -0.9072
C 1.0069 -5.1552 -1.4290
C 1.9136 -4.1124 -1.1323
C 1.5256 -3.0308 -0.3204
C -1.8924 -3.8108 0.7217
O -2.9127 -4.4721 0.5771
H -2.3427 -0.2993 0.6639
H -1.0453 -5.8851 -1.1165
H 1.3262 -5.9927 -2.0554
H 2.9237 -4.1545 -1.5389
H 2.1720 -2.1818 -0.1107
*
```

## Properties
Kohn-Sham gap = 0.2531 Eh
max |F| = 4.5 eV/A
molar mass = 390.4 g/mol
E = -1686.04272 hartree
relative energy (zero: lowest compared OMol25 entry of this formula, charge and spin) = 0.0 kcal per mole
HOMO = -4.674 eV

No. 2
DFT (the ωB97M-V functional and the def2-TZVPD basis) results for C4H8O in the gas phase at a distorted geometry.

Structure (ORCA input):
```
! wB97M-V def2-TZVPD RIJCOSX def2/J DEFGRID3
* xyz 0 1
C 1.1656 -1.4223 -0.4498
C -0.6595 0.4993 -0.1530
C -0.3996 1.7282 0.6528
C -0.1934 -0.8770 -0.2156
O -0.8327 -0.5681 0.9746
H 1.9634 -0.8537 0.0257
H 1.1997 -2.4697 -0.1446
H 1.2909 -1.3739 -1.5396
H -1.3360 0.7150 -1.0015
H -1.3922 1.8822 1.1038
H -0.1562 2.6359 0.0961
H 0.2923 1.5114 1.4629
H -0.9422 -1.4070 -0.8119
*
```

## Properties
Kohn-Sham gap = 0.3876 Eh
structure (SMILES) = C[C@@H]1O[C@@H]1C
max |F| = 1.4 eV/A
molar mass = 72.1 g/mol
E = -232.35695 hartree
relative energy (zero: lowest compared OMol25 entry of this formula, charge and spin) = 55.6 kcal per mole
HOMO = -9.523 eV

No. 3
DFT (the ωB97M-V functional and the def2-TZVPD basis) results for a molecular structure, C24H14CuN7O2S.

Structure (ORCA input):
```
! wB97M-V def2-TZVPD RIJCOSX def2/J DEFGRID3
* xyz 1 2
Cu 0.6896 0.8500 0.2850
O 4.4073 0.4852 1.7244
C 3.2235 0.5576 1.5131
N 2.5733 1.0974 0.4288
C 3.1849 1.8939 -0.5092
O 4.3565 2.1386 -0.6482
C 2.1567 2.4937 -1.4521
C 2.5470 3.3321 -2.4786
C 1.5728 3.8687 -3.3041
C 0.2424 3.5439 -3.0780
C -0.0676 2.6939 -2.0330
N 0.8702 2.1845 -1.2325
C 2.2242 0.0105 2.5183
C 2.6678 -0.5467 3.7030
C 1.7294 -1.0131 4.6098
C 0.3816 -0.9076 4.2978
C 0.0208 -0.3425 3.0879
N 0.9218 0.1094 2.2169
H 3.6002 3.5426 -2.5994
H 1.8443 4.5302 -4.1156
H -0.5454 3.9415 -3.7017
H -1.0908 2.4059 -1.8282
H 3.7326 -0.5941 3.8819
H 2.0427 -1.4520 5.5475
H -0.3822 -1.2553 4.9786
H -1.0202 -0.2463 2.8043
S -4.7614 -4.0260 -1.5054
N -4.8251 -2.5657 -0.8346
C -3.5828 -2.1207 -0.7612
C -3.1766 -0.8414 -0.2228
C -4.0721 0.0961 0.2954
C -3.5867 1.2887 0.7818
C -2.2173 1.5217 0.7395
N -1.3540 0.6391 0.2499
C -1.8103 -0.5363 -0.2294
C -0.8263 -1.4897 -0.7562
N 0.4595 -1.1143 -0.7016
C 1.3923 -1.9302 -1.1626
C 1.0916 -3.1779 -1.7073
C -0.2228 -3.5797 -1.7672
C -1.2157 -2.7246 -1.2821
C -2.6275 -3.0381 -1.2815
N -3.1743 -4.1527 -1.7343
H -5.1303 -0.1306 0.3045
H -4.2461 2.0406 1.1908
H -1.7971 2.4493 1.1093
H 2.4153 -1.5784 -1.0919
H 1.8884 -3.8104 -2.0719
H -0.5041 -4.5403 -2.1781
*
```

## Properties
Kohn-Sham gap (spin up / spin down) = 0.3041 / 0.3029 Eh
max |F| = 0.4 eV/A
molar mass = 528.0 g/mol
E = -3495.35555 hartree
relative energy (zero: lowest compared OMol25 entry of this formula, charge and spin) = 0.4 kcal per mole
HOMO (spin up / spin down) = -11.989 / -11.944 eV

No. 4
DFT (the ωB97M-V functional and the def2-TZVPD basis) results for a gas-phase ion, C4H9OS (charge -1).

Structure (ORCA input):
```
! wB97M-V def2-TZVPD RIJCOSX def2/J DEFGRID3
* xyz -1 1
C 0.3444 2.5212 0.8275
S 1.2098 0.9559 0.4948
H 1.0520 3.3459 0.7596
H -0.4478 2.6398 0.0913
H -0.1029 2.5152 1.8140
O -1.5524 0.4124 -0.1834
C -0.4320 0.1835 -0.7150
C -0.0227 -1.2904 -0.9233
C -0.0064 -2.1078 0.3575
H -0.1438 0.8085 -1.5867
H 0.9388 -1.3516 -1.4385
H -0.8192 -1.6787 -1.5733
H 0.8970 -1.9354 0.9388
H -0.0574 -3.1819 0.1543
H -0.8574 -1.8367 0.9824
*
```

## Properties
Kohn-Sham gap = 0.2585 Eh
structure (SMILES) = CC[C@@H]([O-])SC
max |F| = 0.5 eV/A
molar mass = 105.2 g/mol
E = -631.24520 hartree
relative energy (zero: lowest compared OMol25 entry of this formula, charge and spin) = 7.5 kcal per mole
HOMO = -3.045 eV

No. 5
DFT (the ωB97M-V functional and the def2-TZVPD basis) results for a molecular structure, C19H40BiNP3Se at a distorted geometry.

Structure (ORCA input):
```
! wB97M-V def2-TZVPD RIJCOSX def2/J DEFGRID3
* xyz 3 1
Bi -1.5160 -0.3173 -0.5188
P -1.7744 -2.1747 1.1966
P 1.5692 -0.3130 2.2858
P 1.0884 -1.0379 -1.1831
H -3.0684 2.7628 -3.8960
C -3.3484 1.7253 -4.0484
C -2.9472 0.8385 -3.1175
H -2.3549 1.2057 -2.2588
C -3.1663 -2.1303 2.3791
C -0.5934 -3.2023 2.1633
C -2.3608 -3.4073 -0.0197
C 2.8102 1.0521 2.2426
C 1.0343 -0.1026 4.0411
C 2.7115 -1.7530 2.4381
C 0.8211 -0.9714 -2.9948
C 1.5143 -2.8025 -0.8977
C 2.7582 -0.2588 -1.0919
H -3.9928 1.5141 -4.9152
H -3.1916 -0.2359 -3.1844
H -3.9344 -1.4279 2.0370
H -2.8095 -1.8268 3.3719
H -3.6031 -3.1378 2.4471
H -0.2066 -2.6576 3.0311
H 0.2438 -3.5467 1.5473
H -1.1323 -4.0854 2.5324
H -3.1212 -2.9495 -0.6768
H -2.8203 -4.2483 0.5357
H -1.5297 -3.7902 -0.6397
H 3.6049 0.8614 2.9835
H 2.2968 1.9982 2.4787
H 3.2516 1.1171 1.2349
H 1.8765 -0.2835 4.7498
H 0.2097 -0.8015 4.2692
H 0.6615 0.9309 4.1790
H 3.3577 -1.6241 3.3190
H 3.3406 -1.8273 1.5364
H 2.1248 -2.6799 2.5418
H 1.7896 -1.2081 -3.4657
H 0.5089 0.0477 -3.2817
H 0.0621 -1.7118 -3.2882
H 2.1265 -3.1351 -1.7485
H 0.6072 -3.4200 -0.8502
H 2.0962 -2.9311 0.0265
H 3.2576 -0.4804 -2.0452
H 3.3749 -0.6669 -0.2803
H 2.6663 0.8320 -1.0007
C 0.7481 3.0681 -1.8127
C -0.3747 3.4089 -2.6376
C -0.1995 3.4313 -4.0162
C 1.0447 3.2615 -4.6250
C 2.1207 3.0655 -3.7762
C 1.9981 2.9620 -2.3812
Se 0.5970 2.7184 0.0608
H -0.8686 2.7586 -0.0761
H -1.3703 3.6554 -2.2231
H -1.0465 3.5896 -4.6521
H 1.1232 3.2741 -5.7118
H 3.0946 2.9568 -4.2438
H 2.9006 2.8341 -1.8110
C -2.4761 2.0798 4.3566
C -2.0255 1.4386 3.1262
N -1.7129 0.9353 2.1201
H -1.7140 2.0995 5.1551
H -3.3652 1.5900 4.7991
H -2.7669 3.1336 4.1842
*
```

## Properties
Kohn-Sham gap (spin up / spin down) = 0.1592 / 0.1591 Eh
max |F| = 3.5 eV/A
molar mass = 663.4 g/mol
E = -4441.71670 hartree
relative energy (zero: lowest compared OMol25 entry of this formula, charge and spin) = 2.6 kcal per mole
HOMO (spin up / spin down) = -16.473 / -16.472 eV

No. 6
DFT (the ωB97M-V functional and the def2-TZVPD basis) results for a molecular structure, C11H31AlBBrO11PS3 at a distorted geometry.

Structure (ORCA input):
```
! wB97M-V def2-TZVPD RIJCOSX def2/J DEFGRID3
* xyz -1 1
C 0.3323 3.2001 1.7571
C 0.9120 2.5868 0.4521
B 0.0293 1.3151 -0.0388
O -0.4819 1.3503 -1.3652
Al -0.2639 -0.2958 1.2552
C -2.1931 -0.6121 1.8394
C -3.0948 0.6580 1.9241
C -4.5993 0.3115 1.6477
S -5.1738 0.9235 0.0154
O -4.7134 2.2978 -0.2631
O -6.6615 0.9104 0.0017
O -4.7124 -0.1207 -1.1874
P 0.7003 -2.1912 0.1783
O 1.0197 -3.3235 1.4279
Br -0.9579 -3.0078 -1.1925
H 0.0775 2.4329 2.4983
H 1.0788 3.8571 2.2199
H -0.5857 3.7420 1.4932
H 1.9120 2.1631 0.6788
H 1.0699 3.3370 -0.3449
H 0.1480 1.8233 -1.9042
H 0.6428 -0.0399 2.5563
H -2.6623 -1.3835 1.2022
H -2.1562 -1.0514 2.8544
H -3.0596 1.0105 2.9650
H -2.7704 1.4967 1.2972
H -5.2210 0.7835 2.4142
H -4.7658 -0.7711 1.6527
H -4.9181 -0.9862 -0.8209
H 1.3511 -4.0978 0.9790
O -0.7883 1.1996 -8.0379
S -0.4025 1.6326 -6.7233
O -0.2765 0.7020 -5.6399
O -1.3607 2.8367 -6.2631
C -2.7765 2.5961 -6.2369
C -3.1818 1.7064 -5.0748
C 1.0934 2.5641 -6.8366
H -3.1053 2.1786 -7.1919
H -3.2503 3.5717 -6.1312
H -2.7657 0.7051 -5.1797
H -4.2670 1.6130 -5.0219
H -2.8128 2.1119 -4.1325
H 0.9987 3.2954 -7.6349
H 1.8929 1.8608 -7.0601
H 1.2789 3.0465 -5.8803
O 4.8449 -1.7714 2.9388
S 4.1985 -2.1638 4.1599
O 4.6282 -1.6272 5.4244
O 4.2263 -3.7749 4.2536
C 5.4947 -4.4306 4.1643
C 6.3275 -4.2617 5.4230
C 2.4540 -1.9617 4.0101
H 6.0361 -4.0796 3.2822
H 5.2798 -5.4883 4.0122
H 6.6065 -3.2199 5.5759
H 7.2451 -4.8491 5.3563
H 5.7628 -4.5790 6.3005
H 2.1166 -2.3976 3.0698
H 2.2466 -0.8937 4.0210
H 1.9730 -2.4404 4.8601
*
```

## Properties
Kohn-Sham gap = 0.2434 Eh
max |F| = 5.1 eV/A
molar mass = 584.2 g/mol
E = -5642.65038 hartree
HOMO = -4.428 eV